# 1
{"formula": "C29H60N4O30P", "method": "the ωB97M-V functional and the def2-TZVPD basis", "symbols": ["N", "C", "N", "C", "N", "P", "O", "O", "O", "N", "H", "H", "H", "H", "H", "H", "C", "O", "C", "O", "O", "C", "H", "H", "H", "H", "H", "H", "C", "O", "C", "O", "O", "C", "H", "H", "H", "H", "H", "H", "C", "O", "C", "O", "O", "C", "H", "H", "H", "H", "H", "H", "C", "O", "C", "O", "O", "C", "H", "H", "H", "H", "H", "H", "C", "O", "C", "O", "O", "C", "H", "H", "H", "H", "H", "H", "C", "O", "C", "O", "O", "C", "H", "H", "H", "H", "H", "H", "C", "O", "C", "O", "O", "C", "H", "H", "H", "H", "H", "H", "C", "O", "C", "O", "O", "C", "H", "H", "H", "H", "H", "H", "C", "O", "C", "O", "O", "C", "H", "H", "H", "H", "H", "H"], "xyz": [[7.2720, -2.0919, 1.1164], [6.1189, -1.4358, 1.2946], [5.9635, -0.1451, 1.6243], [4.6759, 0.0636, 1.6403], [3.9773, -1.0436, 1.3441], [2.2927, -1.4178, 1.2074], [2.1186, -2.8278, 1.5278], [1.6280, -0.3433, 2.1383], [1.9156, -1.0535, -0.2655], [4.9193, -2.0099, 1.1423], [8.0443, -1.9351, 1.7421], [7.3778, -2.7685, 0.3802], [4.2148, 1.0205, 1.8440], [2.0829, -0.2456, 2.9894], [1.1651, -1.5972, -0.5650], [4.6690, -2.9627, 0.9086], [-4.6456, -3.3248, 1.2484], [-3.4872, -2.5755, 1.6472], [-2.5258, -3.3134, 2.1909], [-2.5505, -4.5034, 2.3567], [-1.5023, -2.5052, 2.4817], [-0.3594, -3.1625, 3.0357], [-5.3390, -2.6119, 0.8136], [-4.3730, -4.0679, 0.5050], [-5.1096, -3.8007, 2.1103], [0.0363, -3.8964, 2.3424], [-0.6041, -3.6313, 3.9882], [0.3769, -2.3908, 3.2065], [-3.6955, -1.6765, 4.7063], [-4.2330, -0.8750, 5.7626], [-5.4618, -1.2462, 6.1397], [-6.0913, -2.1583, 5.6744], [-5.8641, -0.4303, 7.1105], [-7.1775, -0.7102, 7.6144], [-2.7065, -1.2755, 4.5078], [-3.6153, -2.7180, 5.0175], [-4.3054, -1.5934, 3.8119], [-7.2165, -1.7110, 8.0379], [-7.9181, -0.6119, 6.8241], [-7.3611, 0.0274, 8.3889], [-6.2535, -7.4427, -4.0384], [-6.3457, -6.8765, -2.7280], [-5.2944, -7.1374, -1.9554], [-4.3271, -7.7799, -2.2736], [-5.4915, -6.5637, -0.7688], [-4.4301, -6.7696, 0.1678], [-7.1622, -7.1627, -4.5615], [-5.3908, -7.0444, -4.5692], [-6.1900, -8.5267, -3.9787], [-3.4991, -6.3497, -0.2094], [-4.2974, -7.8282, 0.3801], [-4.7170, -6.2535, 1.0776], [-6.1019, -10.5089, -10.3374], [-6.1719, -9.9509, -9.0209], [-5.1129, -10.2134, -8.2584], [-4.1478, -10.8530, -8.5833], [-5.3050, -9.6431, -7.0678], [-4.2377, -9.8474, -6.1386], [-7.0216, -10.2156, -10.8336], [-5.2459, -10.1099, -10.8774], [-6.0364, -11.5937, -10.2903], [-3.3089, -9.4225, -6.5143], [-4.0989, -10.9060, -5.9296], [-4.5252, -9.3343, -5.2272], [-3.5761, -1.8944, -5.1931], [-3.7309, -1.3144, -3.8912], [-2.7212, -1.5386, -3.0638], [-1.7207, -2.1643, -3.3075], [-2.9940, -0.9499, -1.8942], [-1.9771, -1.1339, -0.9168], [-4.4712, -1.6266, -5.7446], [-2.6984, -1.4875, -5.6901], [-3.4946, -2.9767, -5.1210], [-1.0357, -0.7037, -1.2643], [-1.8488, -2.1941, -0.6984], [-2.3027, -0.6215, -0.0169], [5.0999, 6.6595, 1.6450], [6.3757, 6.0573, 1.3814], [6.3354, 4.7543, 1.1449], [5.3430, 4.0639, 1.1402], [7.5768, 4.3312, 0.9108], [7.6518, 2.9435, 0.5925], [5.2905, 7.7147, 1.8115], [4.4363, 6.5429, 0.7911], [4.6468, 6.2257, 2.5334], [7.0998, 2.7333, -0.3222], [7.2520, 2.3531, 1.4151], [8.7006, 2.7071, 0.4431], [-0.1213, 3.9351, 4.1399], [-0.9369, 2.8180, 4.5025], [-2.1429, 3.1692, 4.9754], [-2.5330, 4.2995, 5.0949], [-2.8128, 2.0655, 5.2788], [-4.1334, 2.2972, 5.7994], [0.8149, 3.5189, 3.7772], [-0.5939, 4.5183, 3.3523], [0.0686, 4.5702, 5.0026], [-4.7387, 2.8262, 5.0656], [-4.0841, 2.8756, 6.7194], [-4.5464, 1.3136, 5.9947], [0.7702, 10.8623, 0.0159], [1.8456, 11.7973, 0.1382], [3.0021, 11.2658, 0.5202], [3.1984, 10.1002, 0.7597], [3.9052, 12.2388, 0.5932], [5.2103, 11.8147, 0.9943], [-0.0920, 11.4414, -0.2987], [1.0022, 10.1079, -0.7332], [0.5664, 10.3857, 0.9725], [5.6167, 11.0990, 0.2821], [5.1813, 11.3749, 1.9893], [5.8232, 12.7102, 1.0057], [6.6381, 6.4573, -1.6673], [7.4640, 6.9493, -2.7247], [8.2057, 6.0095, -3.3071], [8.2175, 4.8398, -3.0123], [8.9280, 6.5793, -4.2656], [9.7812, 5.6824, -4.9830], [6.0880, 7.3102, -1.2800], [5.9338, 5.7181, -2.0489], [7.2480, 6.0330, -0.8795], [9.1953, 4.9131, -5.4816], [10.5037, 5.2224, -4.3121], [10.2967, 6.2893, -5.7203]], "fmax_ev_per_a": 1.36, "gap_ev": 8.04, "total_charge": 1, "homo_energy_ev": -11.9}



# 2
{"formula": "C29H61BN8O6P2", "method": "the ωB97M-V functional and the def2-TZVPD basis", "symbols": ["C", "C", "O", "C", "C", "C", "C", "C", "N", "C", "C", "C", "C", "C", "C", "N", "O", "B", "O", "O", "C", "C", "C", "C", "H", "H", "H", "H", "H", "H", "H", "H", "H", "H", "H", "H", "H", "H", "H", "H", "H", "H", "H", "H", "H", "H", "H", "H", "H", "O", "P", "N", "C", "C", "N", "C", "C", "N", "C", "C", "H", "H", "H", "H", "H", "H", "H", "H", "H", "H", "H", "H", "H", "H", "H", "H", "H", "H", "O", "P", "N", "C", "C", "N", "C", "C", "N", "C", "C", "H", "H", "H", "H", "H", "H", "H", "H", "H", "H", "H", "H", "H", "H", "H", "H", "H", "H"], "xyz": [[8.6644, -5.2666, 1.7305], [7.4567, -4.5214, 0.9290], [6.9149, -3.3853, 1.6382], [7.6385, -2.1612, 1.3379], [6.6501, -0.8735, 1.4317], [5.7184, -0.8542, 0.1276], [4.3091, -0.0684, 0.3434], [3.5177, -0.5837, 1.6433], [2.0962, -0.9809, 1.4014], [1.5807, -2.0644, 2.2420], [0.1352, -2.5971, 2.1864], [-0.8629, -1.9379, 1.1740], [-2.3417, -2.5099, 1.1557], [-3.2331, -2.3533, 2.4493], [-4.6789, -2.9675, 2.4287], [-5.1618, -3.6611, 1.2603], [-6.3996, -4.2061, 1.3013], [-6.1850, -5.6158, 1.7230], [-6.3237, -6.6920, 0.7555], [-5.8817, -5.9738, 3.0998], [-4.4045, -3.8103, 0.0405], [-2.9658, -3.2562, -0.0768], [-0.3038, -0.8139, 0.2696], [1.2000, -0.3848, 0.4561], [9.6917, -4.8991, 1.3854], [8.6428, -6.4005, 1.5127], [8.5747, -5.0411, 2.8520], [6.6387, -5.3331, 0.8114], [7.8030, -4.2826, -0.1428], [8.1970, -2.2130, 0.3349], [8.4112, -2.0204, 2.1896], [6.0951, -0.9883, 2.4240], [7.2968, 0.0798, 1.5327], [5.5256, -1.8930, -0.3258], [6.2664, -0.2484, -0.6914], [3.7236, -0.1298, -0.6360], [4.6149, 1.0360, 0.5087], [3.6335, 0.2152, 2.4726], [4.0627, -1.5175, 2.0582], [2.2986, -2.5540, 2.9941], [-0.1987, -3.4459, 2.8911], [-2.8322, -1.8111, 3.3788], [-5.3480, -2.8808, 3.3637], [-5.4418, -6.9736, 0.4272], [-4.9119, -5.9445, 3.2546], [-4.8842, -4.3845, -0.8229], [-2.3454, -3.3737, -1.0289], [-1.0031, -0.2940, -0.4846], [1.5535, 0.4597, -0.2247], [5.8038, 2.5917, -1.5860], [6.5229, 3.9588, -1.5628], [5.3364, 4.7228, -2.5496], [4.9505, 4.1641, -3.8378], [4.1136, 5.0217, -1.7974], [7.9034, 3.4452, -2.4216], [8.2180, 3.7653, -3.7977], [8.3967, 2.1028, -2.1153], [7.3654, 5.5341, -1.4585], [7.6505, 5.8754, -0.0596], [7.0146, 6.7494, -2.1851], [4.2128, 4.8050, -4.3295], [4.5235, 3.1591, -3.7521], [5.7897, 4.1253, -4.5291], [4.3609, 5.5170, -0.8518], [3.5487, 4.1125, -1.5654], [3.4694, 5.7085, -2.3540], [7.7030, 3.1005, -4.4993], [9.2941, 3.6649, -3.9774], [7.9786, 4.7977, -4.0545], [7.8304, 1.3349, -2.6585], [8.3171, 1.8963, -1.0450], [9.4545, 2.0017, -2.3770], [6.7384, 6.1728, 0.4674], [8.3828, 6.6842, 0.0157], [8.0767, 5.0107, 0.4616], [6.0952, 7.2102, -1.8089], [6.9052, 6.5770, -3.2559], [7.8194, 7.4867, -2.0881], [-8.0251, 1.0788, -1.0895], [-8.7345, -0.0030, -0.2505], [-10.2489, 0.2236, -1.0335], [-10.8638, 1.5419, -1.1255], [-10.2670, -0.3828, -2.3702], [-8.5976, 0.8148, 1.2414], [-9.6705, 1.4816, 1.9487], [-7.3469, 1.5367, 1.4737], [-9.4934, -1.3092, 0.7124], [-8.6835, -2.5283, 0.6488], [-10.9069, -1.6717, 0.7143], [-11.8342, 1.4792, -1.6260], [-10.2453, 2.2595, -1.6736], [-11.0837, 1.9546, -0.1431], [-9.8832, -1.4086, -2.3270], [-9.6501, 0.1795, -3.0776], [-11.2876, -0.4441, -2.7584], [-9.8445, 2.4928, 1.5666], [-9.4304, 1.5684, 3.0145], [-10.6084, 0.9270, 1.9095], [-7.3565, 2.5205, 0.9882], [-6.4957, 0.9706, 1.0861], [-7.1675, 1.6813, 2.5443], [-8.7715, -3.0099, -0.3312], [-8.9728, -3.2452, 1.4237], [-7.6279, -2.2882, 0.8153], [-11.2115, -2.1703, -0.2119], [-11.5563, -0.8116, 0.8770], [-11.1152, -2.3568, 1.5445]], "fmax_ev_per_a": 7.43, "gap_ev": 3.08, "total_charge": 2, "homo_energy_ev": -11.0}



# 3
{"formula": "C29H61GdN13OS2", "method": "the ωB97M-V functional and the def2-TZVPD basis", "symbols": ["Gd", "C", "N", "C", "C", "N", "C", "C", "N", "C", "C", "N", "C", "N", "C", "C", "N", "C", "C", "C", "C", "N", "C", "N", "C", "C", "N", "C", "C", "N", "C", "C", "H", "H", "H", "H", "H", "H", "H", "H", "H", "H", "H", "H", "H", "H", "H", "H", "H", "H", "H", "H", "H", "H", "H", "H", "H", "H", "H", "H", "H", "H", "H", "H", "H", "H", "H", "H", "H", "H", "H", "H", "H", "H", "H", "H", "H", "H", "H", "H", "C", "C", "S", "C", "C", "S", "H", "H", "H", "H", "H", "H", "C", "N", "C", "C", "O", "N", "C", "N", "H", "H", "H", "H", "H", "H", "H"], "xyz": [[-0.3914, 0.0541, -0.6940], [-0.0733, 1.3988, 5.4053], [0.6200, 1.3505, 4.1362], [1.7932, 2.1867, 4.0701], [0.1190, 0.5988, 3.0831], [-0.0335, 1.0006, 1.8575], [-0.0491, 2.4282, 1.5614], [1.0219, 2.8713, 0.5431], [0.8391, 2.3458, -0.8197], [0.0391, 3.2594, -1.6591], [-1.3292, 3.6208, -1.0906], [-2.1471, 2.4343, -0.8837], [-3.4307, 2.6316, -0.7505], [-4.0097, 3.8384, -0.4038], [-5.2205, 4.2858, -1.0574], [-3.5247, 4.7205, 0.6259], [-4.3128, 1.6251, -0.9740], [-5.4888, 1.4495, -0.1577], [-4.3161, 0.8615, -2.1964], [2.1464, 2.1991, -1.4775], [2.8905, 0.9347, -1.0503], [2.2544, -0.2336, -1.6288], [3.0403, -1.1849, -2.0389], [4.4038, -1.2349, -1.7643], [5.3516, -1.6073, -2.7917], [4.9338, -1.2713, -0.4246], [2.5959, -2.1206, -2.9143], [1.3621, -1.9285, -3.6368], [2.9831, -3.5087, -2.8123], [-0.2585, -0.6614, 3.4376], [0.3756, -1.4130, 4.4938], [-1.3294, -1.3577, 2.7706], [-0.3521, 2.4326, 5.6313], [-0.9808, 0.8049, 5.3580], [0.5562, 1.0353, 6.2232], [2.4791, 1.9076, 4.8784], [2.3043, 2.0545, 3.1196], [1.5518, 3.2468, 4.1989], [-1.0495, 2.6245, 1.1630], [0.0795, 3.0369, 2.4637], [1.0424, 3.9714, 0.5241], [1.9954, 2.5336, 0.9135], [0.5958, 4.1977, -1.8229], [-0.1170, 2.7644, -2.6230], [-1.1867, 4.2047, -0.1756], [-1.8210, 4.2810, -1.8172], [-5.4598, 3.6299, -1.8894], [-6.0775, 4.3238, -0.3764], [-5.0640, 5.2928, -1.4557], [-2.8252, 4.1947, 1.2718], [-3.0411, 5.6126, 0.2112], [-4.3647, 5.0511, 1.2415], [-6.4076, 1.5491, -0.7443], [-5.4605, 0.4431, 0.2677], [-5.4978, 2.1699, 0.6556], [-5.1036, 1.2380, -2.8639], [-3.3506, 0.9534, -2.6913], [-4.5116, -0.1895, -1.9887], [1.9888, 2.1354, -2.5568], [2.7736, 3.0845, -1.2865], [3.9286, 1.0225, -1.4009], [2.8972, 0.8514, 0.0464], [4.8673, -1.5755, -3.7630], [6.1677, -0.8785, -2.7870], [5.7850, -2.6005, -2.6328], [5.1493, -2.3026, -0.1081], [5.8686, -0.7077, -0.3784], [4.2251, -0.8459, 0.2748], [1.2432, -0.8787, -3.8944], [1.4014, -2.5198, -4.5507], [0.4972, -2.2429, -3.0453], [3.3515, -3.8721, -3.7748], [3.7527, -3.6488, -2.0591], [2.1047, -4.1043, -2.5387], [-0.3026, -1.5784, 5.3347], [0.6698, -2.3928, 4.1079], [1.2618, -0.9013, 4.8563], [-1.8646, -0.6673, 2.1201], [-0.9639, -2.1910, 2.1645], [-2.0279, -1.7508, 3.5126], [-3.6761, -3.3493, -1.6066], [-2.8229, -2.1122, -1.7219], [-2.6487, -1.2911, -0.1743], [-2.3193, -1.7073, -2.9078], [-2.6095, -2.4712, -4.1714], [-1.3394, -0.2623, -3.1907], [-3.8978, -3.5222, -0.5573], [-3.1614, -4.2223, -2.0038], [-4.6220, -3.2322, -2.1353], [-3.5924, -2.9318, -4.1481], [-1.8692, -3.2552, -4.3323], [-2.5648, -1.7927, -5.0171], [3.1946, -4.1194, 2.4732], [2.4326, -3.2720, 1.6005], [1.4916, -3.8067, 0.6452], [0.8862, -2.5209, 0.0892], [0.0808, -2.4227, -0.8316], [1.3703, -1.4652, 0.7954], [2.2469, -1.9320, 1.6744], [2.9627, -1.1123, 2.4837], [2.5525, -4.5960, 3.2206], [3.9687, -3.5459, 2.9782], [3.6774, -4.9016, 1.8858], [0.7249, -4.4264, 1.1256], [1.9741, -4.4008, -0.1343], [2.5654, -0.1953, 2.6050], [3.4318, -1.5059, 3.2833]], "fmax_ev_per_a": 1.00, "spin_multiplicity": 8, "gap_ev": [6.20, 5.64], "total_charge": 1, "homo_energy_ev": [-8.3, -8.2]}



# 4
{"formula": "C29H62N4O5P3Pt", "method": "the ωB97M-V functional and the def2-TZVPD basis", "symbols": ["Pt", "C", "N", "C", "P", "O", "O", "P", "O", "N", "C", "C", "N", "C", "C", "N", "C", "C", "H", "H", "H", "H", "H", "H", "H", "H", "H", "H", "H", "H", "H", "H", "H", "H", "H", "H", "H", "H", "H", "H", "H", "H", "C", "C", "C", "P", "C", "C", "C", "C", "C", "C", "H", "H", "H", "H", "H", "H", "H", "H", "H", "H", "H", "H", "H", "H", "H", "H", "H", "H", "H", "H", "H", "O", "C", "C", "C", "C", "C", "C", "C", "C", "C", "C", "C", "C", "O", "H", "H", "H", "H", "H", "H", "H", "H", "H", "H", "H", "H", "H", "H", "H", "H", "H"], "xyz": [[-0.1040, -0.0262, -0.0629], [1.2823, -5.2965, -1.5436], [0.4729, -4.1613, -1.9715], [1.1979, -3.3766, -2.9737], [-0.3898, -3.2854, -0.8605], [-0.4018, -1.7709, -1.1369], [0.2712, -3.5484, 0.5880], [1.1331, -2.3743, 1.3127], [1.4563, -1.2720, 0.3391], [0.3074, -1.9654, 2.6940], [-1.0881, -2.3739, 2.8001], [0.4137, -0.6002, 3.1333], [2.4823, -3.1692, 1.8667], [3.6113, -3.1648, 0.9339], [2.9834, -2.8653, 3.2056], [-1.8370, -4.0737, -0.8471], [-1.9218, -5.3918, -0.2311], [-3.0057, -3.3385, -0.5625], [1.4961, -5.9559, -2.3892], [0.7667, -5.9016, -0.7978], [2.2331, -4.9819, -1.1040], [1.5927, -4.0175, -3.7658], [2.0280, -2.8218, -2.5226], [0.5298, -2.6603, -3.4558], [-1.1966, -3.4440, 2.6031], [-1.7157, -1.8219, 2.0974], [-1.4679, -2.2067, 3.8113], [1.4564, -0.2863, 3.1632], [0.0184, -0.4943, 4.1484], [-0.1184, 0.0696, 2.4753], [3.2811, -3.4126, -0.0759], [4.3558, -3.9130, 1.2187], [4.0932, -2.1825, 0.8900], [2.2167, -3.0442, 3.9601], [3.3159, -1.8249, 3.2857], [3.8225, -3.5164, 3.4660], [-1.2146, -6.0847, -0.6893], [-2.9089, -5.8359, -0.3787], [-1.7202, -5.3487, 0.8449], [-3.0003, -2.4096, -1.1099], [-3.1001, -3.1202, 0.5020], [-3.8963, -3.8878, -0.8826], [-4.7328, 0.7303, -2.9206], [-3.6505, 1.3548, -2.0196], [-3.0679, 2.5774, -2.7328], [-2.2654, 0.2644, -1.3597], [-3.1591, -0.5102, 0.0864], [-3.2393, 0.4597, 1.2489], [-4.5685, -1.0927, -0.1833], [-1.4433, -0.7050, -2.8276], [-0.4596, 0.1559, -3.5964], [-2.3850, -1.4586, -3.7818], [-5.5611, 1.4536, -3.0367], [-5.1642, -0.1980, -2.5390], [-4.3718, 0.5566, -3.9384], [-4.1595, 1.7494, -1.1263], [-2.5865, 2.2984, -3.6791], [-2.3352, 3.0848, -2.0870], [-3.8701, 3.2973, -2.9700], [-2.5154, -1.3320, 0.4001], [-3.8802, 1.3241, 1.0188], [-2.2411, 0.8191, 1.4955], [-3.6544, -0.0477, 2.1393], [-5.2924, -0.2875, -0.3689], [-4.9216, -1.6308, 0.7145], [-4.5614, -1.8009, -1.0054], [-0.7835, -1.5388, -2.2856], [-0.9627, 0.9457, -4.1755], [0.1082, -0.4698, -4.3092], [0.2455, 0.6105, -2.9159], [-2.8890, -0.7842, -4.4849], [-3.1123, -2.0671, -3.2245], [-1.7880, -2.1408, -4.4176], [-0.7829, 1.5153, 0.2935], [2.2302, 1.4942, -1.7835], [2.9665, 2.3586, -0.8048], [4.1760, 1.6322, -0.2100], [2.0953, 3.0080, 0.2784], [2.1664, 4.4056, 0.2674], [1.4989, 5.1813, 1.1833], [0.7454, 4.5630, 2.1537], [0.6224, 3.1708, 2.2354], [-0.2333, 2.7282, 3.4355], [0.6156, 2.0594, 4.5233], [-1.4636, 1.9090, 3.0841], [1.2959, 2.2870, 1.2672], [1.2302, 0.9549, 1.2976], [2.8743, 1.2620, -2.6422], [1.3490, 2.0119, -2.1541], [1.9190, 0.5453, -1.3600], [3.3777, 3.1734, -1.4148], [3.8886, 0.7414, 0.3550], [4.7339, 2.2903, 0.4631], [4.8590, 1.3116, -1.0054], [2.7753, 4.9031, -0.4817], [1.5772, 6.2622, 1.1515], [0.2383, 5.1859, 2.8840], [-0.6361, 3.6386, 3.8957], [1.0096, 1.0970, 4.2140], [0.0177, 1.8934, 5.4273], [1.4644, 2.6931, 4.7968], [-1.2291, 0.8986, 2.7863], [-2.0233, 2.3806, 2.2761], [-2.1274, 1.8352, 3.9558]], "fmax_ev_per_a": 9.15, "spin_multiplicity": 3, "gap_ev": [3.25, 4.28], "total_charge": -1, "de_lowest_kj_mol": 534.24, "homo_energy_ev": [-1.1, -2.2]}